DFT (wB97M-V/def2-TZVPD) results for a molecular structure, C29H38Cl5N3RhSbSeSi3.

Positions of all 81 atoms, in Å:
Rh (-0.8375, 1.7065, -0.8799)
C (-2.1110, -1.5111, 1.7986)
Sb (-0.1701, -0.5880, 1.9063)
C (-0.7947, 1.3569, 1.1780)
C (0.2970, 2.3509, 1.3905)
C (1.0794, 2.8215, 2.4310)
C (1.9496, 3.8648, 2.1518)
C (2.0307, 4.4064, 0.8764)
C (1.2177, 3.8975, -0.1214)
N (0.3958, 2.8980, 0.1718)
Si (-2.3191, 1.9382, 2.2074)
C (-3.9772, 1.3487, 1.5541)
C (-2.1054, 1.3231, 3.9946)
C (-2.4383, 3.8007, 2.4076)
C (0.9284, -1.6168, 0.2831)
C (1.0180, -0.9910, -1.0652)
C (1.2850, -1.7629, -2.2037)
C (1.6717, -1.1735, -3.3924)
C (1.8303, 0.2018, -3.4430)
C (1.4693, 0.9132, -2.3180)
N (1.0264, 0.3587, -1.1859)
Si (0.3814, -3.4546, 0.2925)
C (0.0859, -4.0708, 2.0561)
C (-1.1528, -3.7097, -0.7705)
C (1.6620, -4.6957, -0.3495)
Si (2.7600, -1.5109, 0.9041)
C (3.9596, -1.9813, -0.4671)
C (3.2130, 0.2493, 1.3987)
C (3.0516, -2.6082, 2.4044)
H (-2.7668, -0.9421, 2.4557)
H (-2.0580, -2.5296, 2.1754)
H (-2.5251, -1.5083, 0.7969)
H (1.0009, 2.3878, 3.4196)
H (2.5708, 4.2716, 2.9394)
H (2.6909, 5.2333, 0.6598)
H (1.1933, 4.2884, -1.1295)
H (-4.0804, 0.2774, 1.3916)
H (-4.2184, 1.8617, 0.6237)
H (-4.7219, 1.6443, 2.3008)
H (-1.8572, 0.2704, 4.1228)
H (-3.0451, 1.4973, 4.5267)
H (-1.3367, 1.9051, 4.5105)
H (-2.8201, 4.2999, 1.5214)
H (-1.5043, 4.2836, 2.6972)
H (-3.1583, 3.9720, 3.2143)
H (1.2318, -2.8374, -2.1441)
H (1.8751, -1.7895, -4.2592)
H (2.1551, 0.7222, -4.3321)
H (1.5010, 1.9953, -2.3310)
H (-0.1607, -3.3239, 2.8096)
H (0.9734, -4.5993, 2.4074)
H (-0.7323, -4.7958, 2.0336)
H (-2.0566, -3.2742, -0.3511)
H (-1.3205, -4.7863, -0.8662)
H (-1.0296, -3.3089, -1.7783)
H (2.5899, -4.6873, 0.2254)
H (1.9185, -4.6184, -1.4056)
H (1.2084, -5.6814, -0.2039)
H (3.9522, -1.2377, -1.2669)
H (3.7877, -2.9623, -0.9114)
H (4.9641, -1.9800, -0.0339)
H (2.7521, 1.0009, 0.7561)
H (4.2975, 0.3612, 1.3129)
H (2.9410, 0.4647, 2.4332)
H (3.1155, -3.6699, 2.1639)
H (2.2827, -2.4708, 3.1663)
H (4.0062, -2.3143, 2.8492)
Cl (-0.1095, 2.9571, -4.1904)
C (-1.1515, 1.5677, -4.1102)
C (-1.5557, 1.0846, -2.8695)
C (-2.4961, 0.0695, -2.9107)
Cl (-3.1357, -0.4303, -1.3803)
C (-2.9652, -0.5216, -4.0783)
Cl (-4.1126, -1.8023, -4.0266)
C (-2.4769, -0.0586, -5.2957)
Cl (-2.9957, -0.7878, -6.7650)
C (-1.5762, 1.0046, -5.3133)
Cl (-0.9990, 1.5992, -6.8244)
Se (-2.5022, 3.3901, -1.2616)
C (-1.7149, 4.8916, -0.5496)
N (-1.2316, 5.8553, -0.1355)

Orbital gap   0.2720 Eh
E   -196299.1364 eV
Strongest force on any atom   0.91 eV/Å
ΔE to the lowest compared entry with this formula, charge and spin   14.84 kcal/mol
HOMO energy   -7.95 eV

Löwdin population analysis, charges in e, atoms 1 to 2:
1. Rh 0.70
2. C -0.32

=====

DFT (wB97M-V/def2-TZVPD) results for a molecular structure, C29H38MnN5OPS2 in a non-equilibrium geometry.

Positions of all 77 atoms, in Å:
Mn (-0.3492, -0.4274, -0.0790)
N (-2.7018, -2.6211, 3.3934)
C (-2.1350, -2.0995, 2.2759)
S (-1.0464, -0.7647, 2.5725)
N (-2.4896, -2.5852, 1.1376)
N (-1.9791, -2.0488, -0.0157)
C (-2.5627, -2.5356, -1.0724)
C (-2.2921, -2.2518, -2.4421)
C (-3.0472, -2.9206, -3.4191)
C (-2.8203, -2.7453, -4.7617)
C (-1.8097, -1.8737, -5.1724)
C (-1.0672, -1.1801, -4.2548)
C (-1.2777, -1.3287, -2.8611)
O (-0.5728, -0.6598, -2.0283)
H (-2.2788, -2.3890, 4.2755)
H (-3.2032, -3.4882, 3.3029)
H (-3.3609, -3.2633, -0.8940)
H (-3.8278, -3.5899, -3.0846)
H (-3.4080, -3.2767, -5.4950)
H (-1.6166, -1.7418, -6.2274)
H (-0.2921, -0.4942, -4.5712)
N (-3.1779, 1.2230, 1.4773)
C (-2.8260, 2.2177, 0.6583)
S (-1.3692, 2.1583, -0.1648)
N (-3.7215, 3.2244, 0.5454)
C (-3.7456, 4.4108, -0.1948)
C (-5.0052, 4.9721, -0.4057)
C (-5.1423, 6.1878, -1.0439)
C (-4.0171, 6.8712, -1.4798)
C (-2.7677, 6.3037, -1.2928)
C (-2.6201, 5.0817, -0.6583)
H (-2.4698, 0.5207, 1.7466)
H (-4.0274, 1.2531, 2.0185)
H (-4.5914, 3.0627, 1.0388)
H (-5.8856, 4.4419, -0.0656)
H (-6.1282, 6.6024, -1.2025)
H (-4.1117, 7.8344, -1.9589)
H (-1.8850, 6.8189, -1.6433)
H (-1.6384, 4.6608, -0.5243)
C (4.8378, -0.2002, 0.0721)
C (3.5100, -0.2410, -0.6777)
C (3.0707, 1.1829, -1.0359)
C (3.6640, -1.0310, -1.9767)
P (2.0726, -0.9344, 0.3672)
C (2.3508, 0.0025, 1.9262)
C (1.5892, 1.1713, 1.9901)
C (1.6490, 2.0159, 3.0784)
C (2.4984, 1.7149, 4.1294)
C (3.2596, 0.5606, 4.0821)
C (3.1854, -0.2982, 2.9962)
C (2.3356, -2.7914, 0.6927)
C (1.4087, -3.1058, 1.8687)
C (3.7415, -3.3193, 0.9728)
C (1.7601, -3.4941, -0.5469)
H (5.5723, 0.3486, -0.5155)
H (5.2309, -1.1967, 0.2417)
H (4.7375, 0.2992, 1.0318)
H (3.7725, 1.6273, -1.7417)
H (3.0269, 1.8190, -0.1536)
H (2.0819, 1.1683, -1.5023)
H (4.3720, -0.5197, -2.6308)
H (2.7097, -1.1032, -2.4971)
H (4.0484, -2.0318, -1.7961)
H (0.9139, 1.4016, 1.1653)
H (1.0218, 2.8925, 3.1141)
H (2.5486, 2.3655, 4.9900)
H (3.9250, 0.3256, 4.8982)
H (3.7875, -1.1938, 2.9992)
H (1.7663, -2.6724, 2.8015)
H (1.3075, -4.1827, 2.0003)
H (0.4197, -2.6899, 1.6475)
H (4.2343, -2.7761, 1.7745)
H (4.3670, -3.2883, 0.0838)
H (3.6663, -4.3623, 1.2838)
H (0.7528, -3.1191, -0.7658)
H (1.6928, -4.5668, -0.3688)
H (2.3770, -3.3400, -1.4284)

<S²>   0.803
Orbital gap (spin up / spin down)   0.2731 / 0.2773 Eh
E   -102467.3628 eV
Strongest force on any atom   2.47 eV/Å
Spin multiplicity   2
HOMO energy (spin up / spin down)   -7.02 / -7.04 eV

Löwdin population analysis, charges in e, atoms 1 to 2:
1. Mn 0.43
2. N 0.05

=====

Question: strongest force on any atom of number 2 (C29H38MnN5OPS2)?
Answer: 2.47 eV/Å